Entry 1:
Here is a molecular structure, C16H17NO2 from OMol25. Energies are from the ωB97M-V functional and the def2-TZVPD basis.

Structure (XYZ):
```
36
Properties=species:S:1:pos:R:3:mulliken_charge:R:1
O -0.54 -0.57 -1.08 -0.521
O 3.02 -1.57 0.35 -0.471
N -1.62 -0.21 0.82 -0.216
C -3.43 1.30 1.08 -0.607
C -4.59 1.68 0.48 -0.115
C -5.30 1.11 -0.31 -0.663
C -3.48 -0.56 -0.40 1.002
C -2.96 0.08 0.67 0.763
C 1.70 -1.90 -0.01 -1.315
C 3.62 -0.45 0.23 0.947
C -4.71 0.04 -0.81 -0.556
C 5.74 0.84 0.37 -0.340
C 3.91 1.63 -0.93 -0.487
C 5.35 1.90 -0.61 -0.940
C -3.11 -1.87 -0.84 -1.799
C -0.60 -0.50 0.05 0.745
C 3.20 0.43 -0.64 -0.032
C 4.95 -0.32 0.48 -0.645
C 0.67 -0.64 0.95 -0.996
H 5.27 -1.01 1.34 0.206
H -4.01 -2.48 -1.38 0.338
H 1.49 -2.69 0.31 0.843
H -2.39 -1.84 -1.68 0.303
H 0.38 -1.23 1.78 0.482
H 1.26 0.27 1.11 0.446
H -2.70 -2.27 -0.08 0.562
H -4.98 2.90 1.00 0.041
H 5.78 2.71 -0.62 0.616
H 6.77 0.97 0.68 0.341
H -2.75 1.90 1.81 0.242
H 1.55 -1.69 -0.97 0.524
H 3.53 2.64 -1.88 0.147
H -5.43 -0.57 -1.47 0.132
H -6.36 1.48 -0.73 0.263
H 2.25 0.56 -1.09 0.380
H -1.48 -0.09 2.03 0.382
```

Properties
- Net charge: 0
- Highest occupied orbital energy: -0.308 hartree
- Energy above the lowest of the compared OMol25 structures with the same formula, charge and spin: 1246.6 kJ/mol
- Energy: -824.675795 Ha
- Strongest force on any atom: 0.3444 hartree/bohr
- Kohn-Sham gap: 8.8257 eV
- LUMO level: 0.4 eV

Entry 2:
Here is a molecular structure, C16H14BF5FeN6 from OMol25. Energies are from the ωB97M-V functional and the def2-TZVPD basis.

Structure (XYZ):
```
43
Properties=species:S:1:pos:R:3:mulliken_charge:R:1
Fe -0.68 -0.62 0.16 0.168
F -2.42 1.32 2.61 -0.365
F 1.55 -1.29 2.15 -0.233
F 0.45 0.62 6.30 -0.303
F -1.79 1.77 5.16 -0.306
F 2.10 -0.90 4.71 -0.303
N -0.95 0.05 -2.68 0.114
N 1.20 -1.07 -0.83 0.101
N -1.54 -0.41 -1.48 0.088
N 0.11 1.43 -0.18 0.272
N 1.50 -0.49 -2.08 0.091
N 0.56 1.75 -1.52 -0.136
C 0.93 3.04 -1.54 0.038
C 0.94 -0.42 4.22 -0.216
C 2.18 -1.99 -0.63 -0.143
C 3.13 -1.95 -1.66 -1.179
C 0.11 0.36 5.03 0.784
C -1.86 -0.07 -3.70 -0.073
C 0.77 3.60 -0.27 -1.050
C 0.33 2.58 0.57 -0.205
C -3.04 -0.62 -3.18 -0.971
C -1.33 0.66 3.08 1.003
C 2.67 -0.99 -2.55 -0.121
C -0.97 -2.62 0.47 -1.264
C -2.80 -0.83 -1.83 -0.382
C -1.02 0.91 4.45 0.096
C -0.53 -0.11 2.21 -1.682
C 0.59 -0.62 2.87 1.187
B 0.51 0.61 -2.60 -0.106
H 0.04 2.58 1.59 0.443
H 0.90 4.62 0.05 0.397
H -3.46 -1.32 -1.14 0.501
H 3.07 -0.61 -3.48 0.439
H -1.68 0.30 -4.72 0.411
H 2.13 -2.67 0.20 0.467
H -0.86 1.20 0.18 0.389
H 0.87 1.00 -3.66 -0.085
H 1.22 3.49 -2.48 0.472
H -1.60 -3.06 -0.32 0.318
H -3.98 -0.82 -3.73 0.365
H 4.02 -2.56 -1.72 0.382
H 0.01 -3.13 0.47 0.259
H -1.40 -2.71 1.48 0.339
```

Properties
- Net charge: 0
- Highest occupied orbital energy (alpha / beta): -0.227 / -0.287 hartree
- Energy above the lowest of the compared OMol25 structures with the same formula, charge and spin: 60.5 kJ/mol
- Energy: -2734.408741 Ha
- Strongest force on any atom: 0.1182 hartree/bohr
- Spin multiplicity: 5
- Kohn-Sham gap (alpha / beta): 5.4718 / 7.0607 eV
- <S²>: 6.04
- LUMO level (alpha / beta): -0.7 / -0.7 eV

Entry 3:
Here is a molecular structure, C32H28BrN6S3Y from OMol25. Energies are from the ωB97M-V functional and the def2-TZVPD basis.

Structure (XYZ):
```
71
Properties=species:S:1:pos:R:3:mulliken_charge:R:1
Y -0.04 -0.64 0.38 0.803
Br 6.23 -4.74 0.75 -0.059
S 0.02 0.15 2.97 -0.488
S 0.45 -3.25 -1.17 0.008
S -2.33 1.26 4.56 0.047
N 0.37 1.80 -0.04 0.309
N -2.16 0.13 0.94 0.884
N 2.31 -0.13 0.23 0.146
N 1.63 -2.30 1.70 -0.267
N -1.48 -0.64 -1.61 0.521
N -2.56 0.62 2.15 -1.435
C -3.47 -0.84 -3.54 -0.436
C -2.76 -0.30 -1.33 1.154
C 2.66 1.09 0.17 -0.211
C -0.22 4.11 -0.19 -0.979
C -1.21 -1.07 -2.85 -0.221
C 5.05 -3.29 0.58 -0.424
C -0.97 1.27 5.74 -0.838
C -1.60 -4.97 -1.80 -0.604
C 3.30 -1.17 0.34 0.034
C 2.67 -4.79 -1.38 -0.325
C -1.65 0.65 3.09 0.457
C -1.18 -3.94 -0.97 0.389
C 3.81 -3.35 1.20 -0.502
C 1.66 2.17 0.01 0.427
C -2.88 -5.49 -1.64 -0.684
C 4.54 -1.13 -0.28 -0.573
C 2.07 3.48 -0.04 -1.028
C -3.05 0.17 0.03 -1.035
C -3.74 -4.97 -0.67 -0.557
C 1.18 -5.39 0.43 -0.732
C 1.50 -4.59 -0.66 0.675
C 2.93 -2.29 1.07 0.480
C -3.31 -3.94 0.16 -0.934
C -2.03 -3.43 0.00 0.341
C 2.05 -6.40 0.81 -0.827
C 3.23 -6.60 0.10 -0.530
C -2.17 -1.19 -3.84 -1.059
C -0.55 2.76 -0.13 -0.046
C -3.77 -0.38 -2.26 -1.015
C 1.10 4.48 -0.15 -0.392
C 3.54 -5.80 -0.98 -0.832
C 5.42 -2.19 -0.16 -0.870
H 3.90 -7.40 0.40 0.439
H 1.38 -3.25 1.94 0.203
H -1.40 1.72 6.64 0.372
H -0.65 0.25 5.97 0.302
H -4.73 -5.39 -0.54 0.434
H -4.25 -0.93 -4.29 0.476
H 1.67 -1.79 2.57 0.318
H 3.13 3.72 0.00 0.461
H 1.39 5.52 -0.20 0.465
H 2.91 -4.16 -2.23 0.557
H -3.21 -6.30 -2.27 0.453
H -1.01 4.85 -0.26 0.444
H -0.18 -1.31 -3.06 0.623
H -1.88 -1.54 -4.82 0.496
H -4.04 0.56 0.27 0.442
H 0.24 -5.24 0.97 0.620
H 4.81 -0.28 -0.90 0.549
H 3.70 1.40 0.27 0.611
H 4.46 -5.96 -1.54 0.506
H 3.53 -4.23 1.77 0.716
H -3.97 -3.54 0.92 0.501
H -0.94 -5.37 -2.56 0.492
H -4.77 -0.08 -1.99 0.517
H 6.39 -2.16 -0.65 0.471
H 1.80 -7.04 1.65 0.435
H -0.14 1.87 5.39 0.299
H -1.70 -2.65 0.67 0.635
H -1.58 2.44 -0.15 0.390
```

Properties
- Net charge: +2
- Highest occupied orbital energy: -0.483 hartree
- Energy above the lowest of the compared OMol25 structures with the same formula, charge and spin: 14.1 kJ/mol
- Energy: -5371.341474 Ha
- Strongest force on any atom: 0.0278 hartree/bohr
- Kohn-Sham gap: 6.6959 eV
- LUMO level: -6.4 eV

Entry 4:
Here is a molecular structure, C18H37N4O5PSi2 from OMol25. Energies are from the ωB97M-V functional and the def2-TZVPD basis.

Structure (XYZ):
```
67
Properties=species:S:1:pos:R:3:mulliken_charge:R:1
P 3.41 5.61 -3.40 0.092
Si 1.99 2.55 -4.73 0.625
Si 1.48 5.42 -4.44 0.653
O -0.79 3.58 -1.93 -0.561
O -1.96 3.83 -4.06 -0.458
O 3.40 4.76 -1.86 -0.452
O 4.75 5.12 -4.40 -0.480
O 1.33 4.00 -5.47 -0.383
N 6.19 -2.90 -2.18 -0.475
N -0.28 -1.81 0.09 -0.589
N -2.84 -4.08 4.85 -0.539
N -3.98 1.63 3.56 -0.587
C 0.68 -2.44 0.63 0.285
C -0.04 5.65 -3.22 -0.494
C 1.44 -2.01 3.50 -0.545
C 2.86 -3.58 -3.34 -0.516
C 1.83 -3.19 1.28 -0.183
C 2.44 -2.31 -2.61 -0.732
C -3.03 1.05 2.95 0.036
C 1.56 -3.35 2.78 -0.691
C 3.89 -4.40 -2.57 -0.194
C -2.14 1.94 0.22 -0.821
C -1.89 0.36 2.21 0.206
C -1.20 1.36 1.28 -0.529
C -3.45 -2.99 4.77 0.191
C -4.19 -1.66 4.68 0.028
C -6.41 -2.79 5.19 -1.161
C -0.96 4.29 -3.07 0.305
C 5.15 -3.58 -2.36 0.214
C -5.42 -1.69 5.58 -0.622
H -5.97 -3.78 5.29 0.355
H -3.52 -0.85 4.99 0.192
H 3.49 -4.71 -1.60 0.135
H -2.96 2.50 0.67 0.344
H -5.93 -0.72 5.53 0.342
H 2.76 -2.64 1.11 0.357
H -2.57 1.14 -0.40 0.281
H 3.08 2.77 -3.79 -0.139
H 1.92 -4.17 0.81 0.301
H 1.40 6.59 -5.35 -0.172
H 0.59 -1.43 3.13 -0.210
H 1.97 -4.20 -3.52 0.329
H -0.36 0.86 0.78 0.309
H 0.64 -3.93 2.93 0.339
H 3.29 -1.63 -2.47 0.360
H 4.14 -5.31 -3.14 0.301
H 0.34 6.05 -2.18 0.312
H -0.78 2.19 1.87 0.337
H -7.29 -2.75 5.84 0.334
H 1.27 -2.18 4.57 0.367
H 2.34 -1.41 3.38 0.324
H 4.35 4.87 -1.50 0.317
H -1.18 -0.03 2.94 -0.075
H 4.93 5.92 -5.01 0.336
H -0.76 6.47 -3.70 0.326
H 0.92 1.79 -4.05 -0.133
H -2.29 -0.48 1.64 0.411
H 1.68 -1.77 -3.18 0.356
H 2.02 -2.55 -1.62 -0.108
H -4.47 -1.48 3.64 0.231
H -1.51 3.95 -4.95 0.347
H -1.59 2.62 -0.44 0.153
H 2.45 1.69 -5.84 -0.162
H 3.26 -3.30 -4.33 0.308
H -6.75 -2.66 4.15 0.305
H 2.38 -3.92 3.23 0.354
H -5.12 -1.84 6.62 0.313
```

Properties
- Net charge: 0
- Highest occupied orbital energy: -0.319 hartree
- Energy: -2223.485601 Ha
- Strongest force on any atom: 0.1955 hartree/bohr
- Kohn-Sham gap: 8.3757 eV
- LUMO level: -0.3 eV